Computed, not measured: a structure of composition C8H27Cl2N10O6Zr in a non-equilibrium geometry, with wB97M-V/def2-TZVPD.

Each line ends with the natural charge from an NBO analysis.
CARTESIAN COORDINATES (ANGSTROEM)
Zr1 24.56598 20.83522 12.00598  2.07
C1 25.22975 17.71909 8.65607  -0.65
C2 24.15264 18.16432 9.59368  0.07
C3 23.25459 17.07593 10.13200  -0.64
O1 24.53557 19.16847 10.53977  -0.36
H1 26.10530 17.20805 9.05651  0.24
H2 25.56255 18.59766 8.10339  0.21
H3 24.77988 17.03311 7.93833  0.26
H4 23.44379 18.79242 9.05412  0.27
H5 23.40371 16.16228 9.55658  0.24
H6 22.20531 17.36658 10.08076  0.22
H7 23.43101 16.97982 11.20333  0.26
Cl1 25.04870 19.01245 13.72303  -0.48
Cl2 23.50878 22.39461 13.72032  -0.50
C4 27.85662 19.94204 10.95243  0.80
O2 26.79149 20.48806 11.36818  -0.73
N1 27.88778 18.99549 10.13424  -0.77
N2 29.03495 20.42876 11.24064  -0.79
H8 28.82397 18.67821 9.92693  0.41
H9 27.07672 18.85586 9.54877  0.42
H10 29.88055 20.12209 10.78128  0.40
H11 29.24123 21.08971 11.97596  0.42
C5 25.75331 23.93321 11.02303  0.78
O3 25.50117 22.75872 11.23308  -0.73
N3 25.69031 24.79290 11.85006  -0.73
N4 26.14068 24.31790 9.86966  -0.79
H12 25.80866 25.74733 11.54158  0.40
H13 25.39270 24.58339 12.79220  0.44
H14 26.19154 25.31727 9.73264  0.40
H15 26.42426 23.60702 9.21063  0.42
C6 27.19091 22.10649 14.49396  0.78
O4 26.50671 22.06659 13.49345  -0.69
N5 27.59617 21.01525 15.10607  -0.82
N6 27.70483 23.11266 15.10538  -0.79
H16 27.39283 20.19001 14.56043  0.41
H17 28.43824 21.00530 15.66367  0.39
H18 27.34408 24.04690 14.97441  0.41
H19 28.22534 22.85436 15.93148  0.40
C7 22.27256 22.05529 9.75756  0.81
O5 23.08663 21.62630 10.57035  -0.72
N7 22.59939 22.06100 8.45461  -0.81
N8 21.06998 22.29314 10.13004  -0.79
H20 21.88592 21.95432 7.74774  0.42
H21 23.57849 21.87788 8.28750  0.42
H22 20.80446 22.46994 11.08834  0.45
H23 20.58282 22.75904 9.37791  0.41
C8 21.24533 19.47520 12.28340  0.80
O6 22.42384 19.86722 12.13117  -0.75
N9 20.26725 19.74952 11.47345  -0.81
N10 20.95319 18.71786 13.27833  -0.77
H24 20.62915 20.24909 10.67373  0.41
H25 19.41894 19.20398 11.52696  0.42
H26 20.01199 18.41252 13.48082  0.41
H27 21.74360 18.49688 13.86699  0.44

Results
Total energy in eV: -62238.9942
HOMO level (alpha / beta) in eV: -14.419 / -14.416
2S+1: 2
Net charge: +2
Maximum force in eV/A: 11.7


Computed, not measured: a structure of composition C8H27N9O5Rb in a non-equilibrium geometry, with wB97M-V/def2-TZVPD.

Each line ends with the natural charge from an NBO analysis.
CARTESIAN COORDINATES (ANGSTROEM)
Rb1 1.63876 0.07263 1.58716  1.00
C1 -3.08513 2.65769 4.28900  0.74
O1 -2.11016 2.09759 4.71199  -0.68
N1 -3.16937 3.74703 3.60522  -0.82
N2 -4.21751 2.08686 4.24422  -0.80
H1 -4.03221 4.04210 3.17100  0.39
H2 -2.43745 4.42702 3.75351  0.40
H3 -4.41492 1.15070 4.56789  0.41
H4 -4.94279 2.66986 3.85157  0.37
C2 2.72686 4.47200 -3.22677  0.74
O2 3.10946 3.42374 -2.61588  -0.73
N3 1.72059 5.18165 -2.91185  -0.80
N4 3.26833 5.04081 -4.23686  -0.79
H5 1.04391 4.83423 -2.24738  0.40
H6 1.58665 6.11128 -3.28326  0.39
H7 4.21292 4.84475 -4.53587  0.41
H8 2.82400 5.85245 -4.64168  0.38
C3 1.20901 -6.43824 2.52989  0.76
O3 0.74970 -5.27896 2.82081  -0.71
N5 2.09415 -6.68199 1.59066  -0.82
N6 1.22324 -7.50659 3.28957  -0.81
H9 2.47031 -5.85514 1.14918  0.40
H10 2.57058 -7.57082 1.53488  0.39
H11 0.67959 -7.57164 4.13828  0.41
H12 1.77686 -8.31481 3.04380  0.38
C4 8.31777 1.50286 -0.56449  0.73
O4 9.42751 1.36170 -0.11086  -0.67
N7 7.93866 2.11112 -1.61756  -0.81
N8 7.37016 0.89927 0.07402  -0.83
H13 6.93648 2.16957 -1.72852  0.38
H14 8.58342 2.58601 -2.23308  0.42
H15 7.59739 0.36157 0.89824  0.41
H16 6.41416 0.99320 -0.23795  0.36
C5 -2.08324 -1.85988 -2.04190  -0.63
C6 -3.29025 -0.99116 -2.05166  -0.08
C7 -4.35662 -1.50525 -0.97239  -0.05
O5 -5.59445 -0.76215 -0.91346  -0.57
C8 -6.49451 -1.15174 0.06208  -0.25
N9 -2.87798 0.35106 -1.60152  -0.84
H17 -1.73823 -2.27846 -1.09645  0.21
H18 -1.22385 -1.45589 -2.57698  0.22
H19 -2.25485 -2.80100 -2.56435  0.22
H20 -3.90590 -0.97363 -2.95098  0.19
H21 -3.92159 -1.39634 0.02108  0.16
H22 -4.58544 -2.56287 -1.10351  0.17
H23 -7.19091 -0.37635 0.38127  0.19
H24 -6.01345 -1.50979 0.97229  0.17
H25 -7.11159 -1.87378 -0.47270  0.18
H26 -3.71198 0.82192 -1.28086  0.36
H27 -2.72611 0.84582 -2.46885  0.35

Results
Total energy in eV: -33032.0014
HOMO level in eV: -11.168
Net charge: +1
Maximum force in eV/A: 7.1


Computed, not measured: a cluster of 8 separate species, C8H28N14O10 in total in a non-equilibrium geometry, with wB97M-V/def2-TZVPD.

Each line ends with the natural charge from an NBO analysis.
CARTESIAN COORDINATES (ANGSTROEM)
C1 -0.76900 0.16130 0.31030  0.96
O1 0.43386 0.55311 0.04074  -0.95
O2 -1.79086 0.64495 -0.32606  -0.88
O3 -0.99714 -0.97319 0.89178  -0.90
C2 -2.47533 3.85440 1.26505  0.76
O4 -2.42424 4.69527 2.19144  -0.74
N1 -2.38781 4.11684 -0.03917  -0.84
N2 -2.64337 2.53352 1.53131  -0.87
H1 -2.62968 3.34461 -0.64332  0.41
H2 -2.39802 5.04936 -0.40402  0.39
H3 -2.28189 1.89107 0.80723  0.44
H4 -2.65170 2.22491 2.48418  0.39
C3 4.17349 1.68469 1.42976  0.76
O5 4.98501 2.02419 2.33639  -0.73
N3 4.68184 1.23434 0.27453  -0.84
N4 2.84726 1.62942 1.51784  -0.84
H5 5.66159 1.15286 0.10275  0.40
H6 3.98400 1.13495 -0.44713  0.39
H7 2.29620 2.00428 2.26861  0.41
H8 2.27540 1.07364 0.89045  0.43
C4 -1.41806 -3.11077 -1.92332  0.76
O6 -2.48166 -2.73958 -1.44933  -0.63
N5 -0.20308 -2.65443 -1.48448  -0.86
N6 -1.36111 -4.05024 -2.90373  -0.86
H9 -0.11394 -2.07980 -0.65041  0.46
H10 0.54706 -2.94818 -2.08243  0.36
H11 -2.14357 -4.67771 -2.96672  0.39
H12 -0.50788 -4.47916 -3.21745  0.36
C5 2.14230 -1.54944 2.93643  0.77
O7 2.93056 -2.00031 3.77806  -0.73
N7 2.41952 -1.52759 1.59746  -0.88
N8 0.92084 -1.05978 3.23006  -0.87
H13 1.75105 -1.07849 0.97704  0.43
H14 3.31524 -1.84494 1.28328  0.39
H15 0.65375 -1.27131 4.17502  0.39
H16 0.30746 -0.99221 2.42216  0.44
C6 -1.77452 -4.40434 2.51748  0.76
O8 -2.90977 -4.10437 2.15614  -0.66
N9 -0.72864 -3.56146 2.52826  -0.86
N10 -1.45397 -5.71229 2.80131  -0.87
H17 0.16016 -3.87346 2.87141  0.37
H18 -0.77961 -2.71144 1.96764  0.47
H19 -2.14806 -6.41815 2.65516  0.39
H20 -0.55419 -5.92551 3.18733  0.37
C7 1.57422 3.49641 -1.79888  0.77
O9 2.16230 4.32638 -2.52069  -0.73
N11 0.58586 3.89220 -0.93709  -0.85
N12 1.78051 2.17313 -1.77966  -0.87
H21 0.32511 3.17742 -0.26908  0.41
H22 0.66687 4.85052 -0.64109  0.39
H23 1.27957 1.63847 -1.07347  0.45
H24 2.50513 1.81873 -2.37815  0.39
C8 -1.98030 1.57216 -4.02555  0.77
O10 -2.19524 2.45903 -4.86607  -0.73
N13 -2.54248 0.34626 -4.15516  -0.85
N14 -1.06959 1.62095 -3.02130  -0.84
H25 -3.13721 0.13351 -4.93195  0.38
H26 -2.50436 -0.31282 -3.39170  0.41
H27 -0.83662 2.58869 -2.84723  0.40
H28 -1.07324 0.95943 -2.25196  0.45

Results
Total energy in eV: -50096.8722
HOMO level in eV: -2.281
Net charge: -2
Maximum force in eV/A: 4.2


Computed, not measured: a cluster of 6 separate species, C8H28O10 in total in a non-equilibrium geometry, with wB97M-V/def2-TZVPD.

Each line ends with the natural charge from an NBO analysis.
CARTESIAN COORDINATES (ANGSTROEM)
O1 -2.34818 1.80599 -1.92675  -0.96
H1 -2.65088 2.67249 -1.99615  0.49
H2 -2.05044 1.49441 -2.77208  0.48
O2 -2.90125 -2.93482 -3.02112  -0.95
H3 -3.24574 -2.30741 -2.38274  0.49
H4 -2.01078 -2.67845 -3.15950  0.45
C1 -2.58714 -0.11456 0.82574  -0.09
C2 -2.26521 -0.93622 -0.45638  -0.09
O3 -3.26808 -0.80305 -1.38701  -0.75
O4 -1.45488 -0.19194 1.64702  -0.77
H5 -3.43725 -0.43126 1.45926  0.18
H6 -2.80058 0.91304 0.48972  0.18
H7 -2.09989 -1.96761 -0.08117  0.19
H8 -1.38664 -0.58706 -1.00622  0.15
H9 -3.42323 0.10676 -1.45752  0.49
H10 -1.01920 -1.07681 1.59241  0.51
C3 1.40376 1.68971 2.33275  -0.07
C4 0.08722 2.24199 2.95172  -0.08
O5 -0.82283 2.56518 1.96123  -0.73
O6 2.36921 1.63596 3.39307  -0.74
H11 1.84327 2.31831 1.57071  0.18
H12 1.31350 0.69416 1.99617  0.14
H13 0.39670 3.05291 3.54344  0.18
H14 -0.38333 1.48672 3.53073  0.15
H15 -1.10900 1.64874 1.74137  0.49
H16 2.10085 0.93172 4.00210  0.46
C5 1.10977 -2.38771 0.84759  -0.09
C6 0.92621 -2.76060 -0.60722  -0.08
O7 1.99507 -2.21520 -1.30176  -0.72
O8 -0.04092 -2.73705 1.58342  -0.73
H17 1.24248 -1.29684 0.94326  0.19
H18 2.06879 -2.79031 1.21013  0.18
H19 0.01314 -2.40823 -1.08849  0.16
H20 0.89996 -3.85654 -0.73342  0.15
H21 1.86560 -2.29622 -2.26550  0.48
H22 -0.16276 -3.69330 1.47338  0.48
C7 2.90458 1.34156 -0.81523  -0.08
C8 1.66498 1.49184 -1.69361  -0.07
O9 0.58402 1.95076 -0.91234  -0.73
O10 4.01711 1.19284 -1.59281  -0.69
H23 2.69297 0.59708 -0.03856  0.19
H24 3.03197 2.26807 -0.32030  0.16
H25 1.36825 0.55362 -2.22785  0.15
H26 1.78402 2.21091 -2.48817  0.14
H27 -0.25101 1.60448 -1.27849  0.48
H28 4.03578 2.00195 -2.08486  0.46

Results
Total energy in eV: -29221.7888
HOMO level in eV: -9.084
Maximum force in eV/A: 3.0
SMILES string: OCCO.OCCO.OCCO.OCCO.O.O